[1]
Formula: C5H9N5O2
Source: OMol25
Level of theory: ωB97M-V/def2-TZVPD

Structure (XYZ):
```
21
Properties=species:S:1:pos:R:3:forces:R:3
O 1.4947 -0.6099 0.3320 -0.30 0.08 -0.19
C 2.3100 -0.0654 1.2383 0.25 -0.07 0.02
C 3.6237 0.2722 1.0733 0.50 -0.07 -0.50
N 3.9771 0.7072 2.3033 0.50 0.14 0.25
N 2.9670 0.6506 3.1590 0.02 0.13 0.03
N 1.9433 0.1792 2.5094 -0.07 0.05 0.24
H 0.5781 -0.3733 0.5478 0.00 -0.26 -0.21
H 4.3101 0.2185 0.2308 -0.35 0.04 0.38
H 4.8868 1.0348 2.6152 -0.47 -0.14 -0.08
C -0.7666 1.3139 -1.0234 0.36 -0.08 0.40
N -1.0261 0.0659 -0.8675 0.18 1.37 -0.42
N -2.2734 -0.3762 -1.2298 -0.44 -0.39 0.31
C -2.3703 -1.8299 -1.2017 -0.24 -0.21 0.10
C -3.4142 0.3748 -1.3210 -0.14 0.35 0.06
O -3.5167 1.5855 -1.2830 0.17 -0.49 -0.01
H 0.2420 1.6482 -0.7464 -0.37 -0.36 -0.02
H -1.4770 2.0682 -1.3514 0.12 -0.31 -0.13
H -3.4344 -2.1241 -1.2001 0.56 0.09 -0.07
H -1.8945 -2.2035 -0.2850 -0.14 0.06 -0.31
H -1.8660 -2.2566 -2.0770 -0.13 0.02 0.23
H -4.2936 -0.2801 -1.4229 -0.01 0.03 -0.08
```
Positions in Å, forces in eV/Å.

Calculated values
Structure (SMILES)   Oc1c[nH]nn1.C=NN(C)C=O
Gap between HOMO and LUMO   9.8 eV
Relative energy (zero: lowest compared OMol25 entry of this formula, charge and spin)   42.42 kcal per mole
LUMO   0.030 Ha
Molecular weight   171.16 g/mol

***

[2]
Formula: C32H49ClNO4PPt
Source: OMol25
Level of theory: ωB97M-V/def2-TZVPD

Structure (XYZ):
```
89
Properties=species:S:1:pos:R:3:forces:R:3
Pt 0.1208 0.0108 0.9994 -0.68 0.23 0.36
P 0.0526 0.5690 -1.2535 1.02 0.20 -1.75
Cl 0.9211 2.2176 1.3063 0.61 0.54 0.25
C -1.8865 0.3820 0.6608 -2.66 1.27 0.96
H -2.8181 -0.2181 0.5976 0.64 0.86 -0.01
H -2.1023 1.4277 0.9631 0.18 -0.33 -0.18
C 1.8836 0.8036 -1.5658 -0.36 0.27 -0.08
C -0.8199 2.2075 -1.5368 0.29 -0.28 0.49
C 2.3680 0.8802 -3.0166 0.12 0.07 -0.10
H 2.0625 1.7770 -1.0759 0.02 -0.20 -0.14
C 3.8568 1.2508 -3.0490 0.03 0.05 0.07
H 2.2263 -0.0919 -3.5122 0.07 0.20 0.12
H 1.7979 1.6209 -3.5958 0.17 -0.22 0.18
C 4.7254 0.3071 -2.2076 -0.07 -0.07 -0.08
H 4.2060 1.2577 -4.0885 0.00 0.04 0.15
H 3.9652 2.2743 -2.6637 -0.01 -0.09 -0.06
C 4.1839 0.1165 -0.7885 -0.10 0.09 -0.03
H 4.7739 -0.6716 -2.7037 -0.01 0.07 0.02
H 5.7497 0.6929 -2.1646 -0.09 -0.09 -0.04
C 2.6943 -0.2445 -0.7887 0.25 -0.04 0.10
H 4.7479 -0.6660 -0.2664 -0.06 0.17 -0.07
H 4.3116 1.0450 -0.2150 -0.01 -0.12 -0.06
H 2.5557 -1.2331 -1.2518 -0.01 0.07 0.08
H 2.3468 -0.3224 0.2615 0.29 0.01 -0.46
C -0.6397 -0.5262 -2.6407 -0.07 0.10 0.65
C -2.3253 2.0359 -1.7735 -0.22 -0.04 -0.16
H -0.6824 2.6827 -0.5523 -0.13 -0.04 -0.24
C -3.0297 3.3931 -1.6952 0.12 0.02 0.06
H -2.5150 1.5857 -2.7568 -0.01 0.15 0.15
H -2.7471 1.3461 -1.0287 0.05 0.30 -0.37
C -2.4143 4.4199 -2.6518 0.00 -0.02 -0.12
H -4.0957 3.2644 -1.9177 0.14 0.07 0.08
H -2.9532 3.7691 -0.6653 -0.03 -0.05 -0.10
C -0.8881 4.5154 -2.5317 -0.03 0.01 0.21
H -2.6805 4.1566 -3.6850 0.04 -0.03 0.10
H -2.8536 5.4052 -2.4593 0.04 -0.11 -0.08
C -0.1930 3.1495 -2.5726 0.08 -0.07 -0.20
H -0.4912 5.1464 -3.3361 -0.05 -0.04 0.17
H -0.6324 5.0002 -1.5791 -0.03 -0.03 -0.13
H -0.2891 2.7249 -3.5825 0.07 0.16 0.22
H 0.8808 3.2821 -2.3788 -0.26 -0.02 -0.02
C 0.0682 -1.8795 -2.7633 0.08 -0.26 0.06
H -1.6694 -0.6964 -2.2791 0.13 -0.06 -0.21
C -0.6786 -2.8238 -3.7134 -0.04 0.09 -0.03
H 1.0977 -1.7325 -3.1266 -0.28 -0.01 0.08
H 0.1451 -2.3714 -1.7912 -0.01 0.09 -0.27
C -0.8919 -2.2098 -5.0991 0.09 0.04 0.00
H -0.1162 -3.7621 -3.7997 -0.15 0.12 0.01
H -1.6547 -3.0709 -3.2715 0.12 0.03 -0.03
C -1.4759 -0.7949 -5.0233 -0.07 -0.10 0.15
H 0.0680 -2.1798 -5.6318 -0.07 0.03 0.07
H -1.5584 -2.8510 -5.6861 0.12 0.07 0.01
C -0.7274 0.1133 -4.0370 0.20 0.25 -0.20
H -1.4615 -0.3321 -6.0186 -0.06 -0.07 0.19
H -2.5279 -0.8586 -4.7112 0.09 0.02 -0.04
H 0.2876 0.2977 -4.4193 -0.28 -0.09 0.09
H -1.2288 1.0866 -4.0070 0.17 -0.37 -0.05
C -0.0826 -2.1031 0.7728 -1.07 -0.78 -0.79
C -1.5509 -1.8871 0.5759 1.94 -2.49 -0.69
H 0.4914 -2.2955 -0.1467 -0.54 0.23 0.41
C -2.5347 -2.4245 1.5444 -0.22 -0.24 0.53
H -1.8667 -1.6892 -0.4502 0.06 -0.21 0.38
C -1.9427 -2.8269 2.9029 0.19 0.04 0.05
H -3.3328 -1.6984 1.7461 -0.05 -0.06 -0.21
H -3.0211 -3.3010 1.0826 0.02 0.14 0.09
C -0.6964 -3.6994 2.7370 -0.45 -0.22 0.08
H -1.6695 -1.9327 3.4737 -0.17 -0.09 -0.17
H -2.7107 -3.3669 3.4778 0.24 0.13 -0.16
C 0.3850 -3.1007 1.8391 0.43 0.67 0.24
H -0.2733 -3.9264 3.7245 -0.08 -0.02 -0.23
H -1.0132 -4.6508 2.2952 -0.01 -0.02 0.10
H 1.1548 -2.6113 2.4480 -0.07 -0.15 -0.10
H 0.8865 -3.9245 1.3120 -0.03 0.25 0.07
O 2.0409 -0.5249 3.2338 -1.56 0.30 0.64
C 0.9126 -0.3238 3.7088 0.05 -0.07 -0.63
O -0.2143 -0.2527 3.0192 1.68 -0.03 0.68
C 0.6629 -0.1581 5.1861 -0.02 -0.02 0.75
C -0.6343 0.1195 5.6698 0.43 -0.15 -0.08
C -0.8728 0.1932 7.0368 0.62 0.00 0.37
C 0.2002 0.0312 7.9357 0.43 -0.23 -2.18
C 1.5061 -0.2260 7.4631 -0.84 0.21 0.11
C 1.7264 -0.3163 6.0926 -0.37 0.04 -0.16
N -0.0376 0.1179 9.3384 -0.59 0.18 3.16
O -1.2046 0.3336 9.7385 2.10 -0.39 -0.87
O 0.9286 -0.0268 10.1178 -1.62 0.24 -1.46
H -1.4551 0.2762 4.9657 0.38 -0.13 0.24
H -1.8674 0.3779 7.4216 0.12 0.02 0.00
H 2.3095 -0.3486 8.1747 -0.03 0.01 -0.01
H 2.7262 -0.5127 5.7029 -0.33 0.04 0.09
```
Positions in Å, forces in eV/Å.

Calculated values
Spin multiplicity   5
Gap between HOMO and LUMO (spin up / spin down)   5.7 / 6.3 eV
LUMO (spin up / spin down)   -0.028 / -0.119 Ha
⟨S²⟩   6.020
Molecular weight   773.25 g/mol

***

[3]
Formula: C13H21Cl4O4PS
Source: OMol25
Level of theory: ωB97M-V/def2-TZVPD

Structure (XYZ):
```
44
Properties=species:S:1:pos:R:3:forces:R:3
O 5.4923 2.0568 1.7400 -0.19 0.06 0.17
P 5.2407 1.9425 0.3082 0.96 -0.62 0.90
O 6.3555 0.9758 -0.3429 -1.07 0.87 -0.71
O 5.3684 3.3797 -0.4305 -0.26 -0.51 -0.50
S 6.8231 4.1517 -0.0229 0.40 0.41 0.24
O 3.8417 1.3207 -0.1052 0.52 0.92 -0.03
C 2.8211 1.4140 0.9290 -0.60 -0.98 0.74
C 1.6359 0.5461 0.5028 0.06 0.89 -0.81
C 0.9617 0.9941 -0.8431 -0.57 -0.05 1.12
C -0.0455 2.1039 -0.5176 0.39 -0.74 -0.64
C -1.4144 1.8138 -0.4965 -0.10 0.59 -0.13
C -2.2939 2.8424 -0.1574 -0.41 -0.47 -0.04
C -1.8511 4.1157 0.1706 -0.12 0.43 0.08
C -0.4933 4.4040 0.1297 0.22 -0.38 0.07
C 0.3961 3.3862 -0.2110 0.08 0.46 0.09
H 6.2862 1.0489 -1.3095 0.31 -0.31 0.10
H 6.8420 5.1259 -0.9700 -0.48 -0.55 0.02
H 3.2182 0.9803 1.8587 0.12 0.23 -0.33
H 2.5589 2.4513 1.1650 0.08 -0.17 -0.42
H 1.9611 -0.4982 0.4292 -0.10 0.22 0.18
H 0.8647 0.6804 1.2784 0.31 -0.42 -0.06
H 1.6926 1.3003 -1.6002 -0.11 -0.11 0.21
H 0.3942 0.1213 -1.1936 0.26 0.28 -0.21
H -1.8228 0.8051 -0.7265 0.86 2.14 0.20
H -3.3613 2.6110 -0.1574 0.22 0.20 0.07
H -2.5617 4.8930 0.4564 0.14 -0.24 -0.13
H -0.0913 5.3859 0.3809 -0.28 -0.19 -0.08
H 1.4600 3.6254 -0.2228 -0.22 -0.15 -0.17
Cl -2.1749 -1.0671 -0.5991 -0.37 -1.79 0.13
C -2.2932 -2.1889 0.7885 0.10 -0.18 0.17
C -1.0273 -2.2167 1.6067 -0.04 0.14 0.11
Cl 0.3213 -2.9745 0.7219 0.02 0.01 -0.03
H -2.5428 -3.1743 0.4047 0.25 0.17 0.05
H -3.1242 -1.8431 1.4029 0.05 0.06 0.00
H -1.1876 -2.8062 2.5084 -0.04 -0.04 -0.06
H -0.7181 -1.2160 1.9034 0.05 -0.02 -0.09
Cl -3.4305 -6.9005 0.1870 0.00 0.03 0.03
C -4.8529 -6.5012 -0.8093 -0.09 -0.08 -0.04
C -4.6647 -5.2169 -1.5764 -0.07 -0.07 -0.18
Cl -4.6340 -3.7938 -0.5034 -0.39 -0.19 -0.20
H -5.7199 -6.4510 -0.1543 0.07 0.06 0.04
H -4.9963 -7.3274 -1.5045 0.05 0.04 -0.03
H -5.4937 -5.0747 -2.2685 -0.03 -0.02 0.07
H -3.7403 -5.2256 -2.1498 0.03 0.02 0.11
```
Positions in Å, forces in eV/Å.

Calculated values
Gap between HOMO and LUMO   9.3 eV
LUMO   0.013 Ha
Molecular weight   446.16 g/mol

***

[4]
Formula: C6H12P2
Source: OMol25
Level of theory: ωB97M-V/def2-TZVPD

Structure (XYZ):
```
20
Properties=species:S:1:pos:R:3:forces:R:3
C -0.0044 -0.8110 0.7118 0.41 -1.06 -2.37
C 0.0021 -0.7745 -0.8264 0.00 -2.05 3.75
C -0.2352 0.2293 1.7316 -3.63 -1.87 1.10
C 0.0577 0.3339 -1.7916 -1.30 -1.86 -3.17
C -2.7213 -0.6618 0.0732 -1.96 0.12 0.49
C 2.8180 -0.7659 0.0462 1.54 -0.62 -0.66
P -1.3349 -1.8634 -0.1391 0.40 0.82 -0.02
P 1.3908 -1.9080 0.1566 -1.37 1.01 -0.86
H 0.3186 0.0839 2.6395 0.51 0.21 0.26
H -1.3865 0.0753 2.0499 2.52 0.53 -0.24
H -0.2531 1.2030 1.3534 0.56 1.66 -0.48
H -0.8821 0.3302 -2.5460 1.79 0.26 2.07
H 0.8366 -0.0343 -2.4860 0.10 1.08 0.09
H 0.2402 1.2891 -1.3646 0.20 0.87 0.12
H -2.8683 -0.3581 1.1914 -0.10 -0.81 -1.98
H -3.6837 -1.1130 -0.3838 1.39 0.46 1.17
H -2.6376 0.2767 -0.4802 0.45 0.03 0.04
H 2.4720 0.1604 -0.3669 0.10 0.68 -0.26
H 3.6573 -1.1950 -0.6249 -1.46 0.60 0.97
H 3.2772 -0.5750 1.0209 -0.12 -0.06 -0.04
```
Positions in Å, forces in eV/Å.

Calculated values
Gap between HOMO and LUMO   8.9 eV
Relative energy (zero: lowest compared OMol25 entry of this formula, charge and spin)   28.19 kcal per mole
LUMO   0.029 Ha
Molecular weight   146.11 g/mol

***

Values of E_tot, in order: -16873.8877 -68709.5635 -92227.3986 -24991.0600, all in eV.